Entry 1:
{
  "formula": "C55H44GeInN6O2S2",
  "method": "the ωB97M-V functional and the def2-TZVPD basis",
  "de_lowest_kcal_mol": 9.8,
  "multiplicity": 2,
  "homo_ha": [-0.2851, -0.2947],
  "elements": ["In", "O", "C", "O", "C", "C", "C", "N", "C", "C", "C", "C", "C", "C", "C", "N", "C", "C", "C", "C", "C", "N", "H", "H", "H", "H", "H", "H", "H", "H", "H", "H", "C", "S", "C", "S", "N", "N", "C", "C", "C", "C", "C", "C", "N", "H", "H", "H", "H", "H", "H", "H", "H", "C", "Ge", "C", "C", "C", "C", "C", "C", "C", "C", "C", "C", "C", "C", "C", "C", "C", "C", "H", "H", "H", "H", "H", "H", "H", "H", "H", "H", "H", "H", "H", "H", "H", "C", "C", "C", "C", "C", "C", "C", "C", "C", "C", "C", "C", "C", "C", "H", "H", "H", "H", "H", "H", "H", "H", "H", "H", "H"],
  "xyz": [[-0.2932, -0.2565, 0.3966], [4.5737, 3.6230, 4.4278], [3.3600, 3.5973, 4.2111], [2.4729, 4.4775, 4.2745], [2.8076, 2.2997, 3.6106], [3.3909, 1.7329, 2.4865], [2.7056, 0.7587, 1.7759], [1.4910, 0.3258, 2.1379], [1.0088, 0.7479, 3.3172], [1.6278, 1.7271, 4.0705], [-0.2795, 0.1511, 3.7494], [-0.6524, 0.1222, 5.0879], [-1.8413, -0.4910, 5.4359], [-2.6203, -1.0640, 4.4437], [-2.1741, -0.9961, 3.1370], [-1.0325, -0.3992, 2.7971], [3.3078, 0.1161, 0.5798], [4.6893, -0.0031, 0.4762], [5.2248, -0.6565, -0.6194], [4.3641, -1.1907, -1.5628], [3.0021, -1.0325, -1.3721], [2.4760, -0.3793, -0.3379], [4.3440, 2.1167, 2.1470], [1.1534, 2.1360, 4.9521], [-0.0060, 0.5474, 5.8420], [-2.1485, -0.5337, 6.4726], [-3.5501, -1.5660, 4.6705], [-2.7471, -1.4390, 2.3301], [5.3310, 0.3868, 1.2533], [6.2969, -0.7604, -0.7225], [4.7290, -1.7275, -2.4269], [2.3065, -1.4543, -2.0814], [-3.3126, -3.4526, -2.9216], [-4.0337, -2.7812, -1.4177], [-3.0149, -1.3938, -1.0637], [-1.6700, -0.9797, -2.0311], [-3.4375, -0.7439, -0.0120], [-2.5621, 0.2296, 0.3776], [-3.0072, 1.2887, 0.9128], [-2.0316, 2.2674, 1.3888], [-2.4324, 3.4302, 2.0239], [-1.4620, 4.2957, 2.5138], [-0.1285, 3.9872, 2.3190], [0.1753, 2.8221, 1.6269], [-0.7394, 1.9639, 1.1934], [-3.9145, -4.3293, -3.1586], [-3.3704, -2.7385, -3.7395], [-2.2810, -3.7531, -2.7591], [-4.0742, 1.4670, 1.0179], [-3.4881, 3.6329, 2.1484], [-1.7472, 5.1947, 3.0443], [0.6837, 4.5838, 2.7188], [1.2081, 2.5682, 1.4303], [2.3207, 2.7749, -1.2560], [0.6251, 1.9161, -1.7487], [0.9254, 1.2014, -3.5510], [1.2010, 2.1675, -4.5221], [1.4696, 1.8043, -5.8339], [1.4671, 0.4652, -6.1969], [1.1932, -0.5045, -5.2446], [0.9259, -0.1358, -3.9328], [-0.7327, 3.3328, -1.7615], [-0.3949, 4.4747, -1.0749], [-1.2878, 5.5594, -0.9372], [-2.5339, 5.4830, -1.4814], [-2.9308, 4.3389, -2.2170], [-4.2190, 4.2616, -2.8009], [-4.5917, 3.1696, -3.5298], [-3.6814, 2.1100, -3.7204], [-2.4336, 2.1600, -3.1674], [-2.0225, 3.2614, -2.3802], [2.4094, 3.6380, -1.9207], [3.1398, 2.0898, -1.4655], [2.3957, 3.1210, -0.2270], [1.1908, 3.2213, -4.2617], [1.6755, 2.5681, -6.5729], [1.6743, 0.1802, -7.2204], [1.1810, -1.5512, -5.5221], [0.7029, -0.9058, -3.2092], [0.5800, 4.5643, -0.6110], [-0.9775, 6.4390, -0.3877], [-3.2375, 6.3000, -1.3693], [-4.9018, 5.0917, -2.6615], [-5.5788, 3.1191, -3.9711], [-3.9711, 1.2483, -4.3083], [-1.7502, 1.3418, -3.3282], [1.4538, -7.1516, -1.3873], [0.9486, -6.3224, -2.3780], [0.6325, -5.0064, -2.0799], [0.7947, -4.4912, -0.7913], [1.3192, -5.3339, 0.1913], [1.6434, -6.6483, -0.1074], [0.4273, -3.0727, -0.5827], [0.1023, -2.4157, 0.5318], [-0.0305, -3.0998, 1.8355], [0.8787, -2.9001, 2.8738], [0.7080, -3.5358, 4.0951], [-0.3727, -4.3845, 4.2984], [-1.2803, -4.5944, 3.2685], [-1.1126, -3.9554, 2.0496], [1.7065, -8.1798, -1.6120], [0.8054, -6.6986, -3.3830], [0.2435, -4.3560, -2.8569], [1.4858, -4.9618, 1.1919], [2.0509, -7.2846, 0.6680], [0.3893, -2.5271, -1.5214], [1.7204, -2.2370, 2.7148], [1.4244, -3.3712, 4.8908], [-0.5029, -4.8821, 5.2509], [-2.1227, -5.2593, 3.4151], [-1.8231, -4.1120, 1.2451]],
  "mulliken_spin": [0.43, 0.00, 0.00, 0.00, 0.00, -0.01, -0.04, -0.02, 0.02, 0.00, 0.00, 0.00, 0.00, 0.00, 0.00, 0.00, 0.07, -0.01, 0.00, 0.00, 0.02, 0.06, 0.00, 0.00, 0.00, 0.00, 0.00, 0.00, 0.00, 0.00, 0.00, 0.00, 0.01, 0.01, 0.01, 0.09, 0.01, -0.03, -0.05, 0.06, 0.01, 0.00, 0.00, 0.13, -0.12, 0.00, 0.00, -0.01, 0.00, 0.00, 0.00, 0.00, -0.04, 0.09, 0.08, 0.06, -0.01, 0.00, 0.00, 0.00, -0.06, 0.14, 0.07, -0.02, 0.03, -0.02, 0.01, -0.01, 0.01, 0.01, -0.08, 0.02, 0.00, -0.02, 0.00, 0.00, 0.00, 0.00, -0.01, 0.00, 0.00, 0.00, 0.00, 0.00, 0.00, 0.00, 0.00, 0.00, 0.00, 0.00, 0.00, 0.00, 0.05, 0.05, -0.01, 0.00, 0.00, 0.00, 0.00, 0.00, 0.00, 0.00, 0.00, 0.00, 0.00, 0.00, 0.00, 0.00, 0.00, 0.00, 0.00]
}

Entry 2:
{
  "formula": "C44H48BiClN2O4STe4",
  "method": "the ωB97M-V functional and the def2-TZVPD basis",
  "charge": -2,
  "homo_ha": [-0.0213, -0.0215],
  "elements": ["Bi", "C", "C", "N", "C", "C", "S", "C", "C", "N", "H", "H", "H", "H", "H", "H", "H", "H", "H", "H", "H", "H", "H", "H", "C", "C", "C", "O", "C", "C", "O", "C", "O", "C", "C", "C", "C", "C", "C", "C", "C", "C", "C", "C", "C", "C", "O", "C", "C", "C", "C", "C", "C", "C", "C", "C", "C", "C", "C", "H", "H", "H", "H", "H", "H", "H", "H", "H", "H", "H", "H", "H", "H", "H", "H", "H", "H", "H", "H", "H", "H", "H", "H", "H", "H", "H", "H", "Te", "Te", "Te", "Te", "Cl", "C", "C", "C", "C", "C", "C", "C", "H", "H", "H", "H", "H", "H"],
  "xyz": [[1.0909, 0.2999, 0.5489], [3.7662, -0.8757, 2.9490], [4.4961, 0.3142, 2.3278], [4.0186, 0.6955, 1.0052], [4.3049, 2.1006, 0.7418], [3.3501, 3.0338, 1.4767], [1.5844, 2.6092, 1.4438], [1.9202, 1.5808, 3.7718], [1.7372, 0.1003, 3.9571], [2.3221, -0.7391, 2.8848], [4.1243, -0.9652, 3.9921], [4.0488, -1.7943, 2.4281], [5.5735, 0.0855, 2.3025], [4.3577, 1.1707, 2.9868], [4.4689, 0.0985, 0.3022], [4.2287, 2.2893, -0.3427], [5.3365, 2.3775, 1.0191], [3.4455, 4.0317, 1.0200], [3.6283, 3.1180, 2.5295], [1.0947, 2.1077, 4.2843], [2.8611, 1.9393, 4.2420], [0.6678, -0.1280, 3.9328], [2.1241, -0.2785, 4.9380], [1.9086, -1.6673, 2.9773], [-5.7459, -0.3090, -0.8253], [-4.4176, 0.0037, -1.5437], [-4.6844, 0.5101, -2.9592], [-3.6117, -1.1577, -1.5724], [-2.6387, -1.0891, -0.5416], [-2.9492, 0.2756, 0.1421], [-3.6845, 0.9696, -0.8406], [-1.9347, 1.2665, 0.7987], [-0.7453, 1.4134, 0.1384], [-2.6989, 2.5983, 0.8090], [-2.3282, 3.6482, -0.0143], [-2.9860, 4.8649, 0.0561], [-4.0276, 5.0393, 0.9472], [-4.4296, 3.9816, 1.7472], [-3.7770, 2.7668, 1.6736], [-1.7178, 0.8511, 2.2539], [-1.5405, 1.8241, 3.2341], [-1.4960, 1.4831, 4.5741], [-1.6050, 0.1569, 4.9566], [-1.6821, -0.8275, 3.9844], [-1.7216, -0.4838, 2.6435], [-1.2525, -1.5183, -1.1383], [-0.2273, -1.3097, -0.2410], [-1.4551, -3.0301, -1.3323], [-0.8693, -3.9329, -0.4590], [-1.0627, -5.2964, -0.6038], [-1.8531, -5.7732, -1.6317], [-2.4442, -4.8784, -2.5102], [-2.2523, -3.5188, -2.3635], [-0.9821, -0.8955, -2.5121], [-0.3042, -1.6402, -3.4784], [0.0430, -1.0876, -4.7044], [-0.3065, 0.2172, -5.0161], [-1.0079, 0.9589, -4.0738], [-1.3040, 0.4254, -2.8236], [-6.2926, -1.0529, -1.3977], [-6.3301, 0.6035, -0.7387], [-5.5558, -0.7073, 0.1694], [-5.2683, -0.2260, -3.5038], [-3.7433, 0.6784, -3.4751], [-5.2280, 1.4481, -2.8946], [-2.8741, -1.8719, 0.2065], [-3.6412, 0.0265, 0.9735], [-1.5094, 3.5298, -0.7189], [-2.6719, 5.6707, -0.5898], [-4.5338, 5.9919, 1.0194], [-5.2507, 4.1023, 2.4421], [-4.0968, 1.9484, 2.3087], [-1.4615, 2.8659, 2.9497], [-1.3874, 2.2557, 5.3252], [-1.5956, -0.1113, 6.0049], [-1.7110, -1.8709, 4.2721], [-1.7585, -1.2599, 1.8923], [-0.2447, -3.5538, 0.3405], [-0.5931, -5.9861, 0.0866], [-2.0065, -6.8376, -1.7507], [-3.0549, -5.2466, -3.3230], [-2.7141, -2.8268, -3.0508], [-0.0192, -2.6631, -3.2621], [0.5873, -1.6897, -5.4182], [0.0032, 0.7017, -5.9345], [-1.2254, 2.0026, -4.3108], [-1.7877, 1.0522, -2.0892], [2.1419, 0.6127, -1.9809], [1.8135, 3.6410, -6.0801], [1.8084, 2.9095, -3.4946], [1.5399, 2.7298, -0.8626], [4.0752, -1.1646, -3.9891], [4.8019, -1.4736, -2.4320], [6.1678, -1.3892, -2.2704], [6.7569, -1.6832, -1.0444], [5.9651, -2.1282, 0.0033], [4.5962, -2.1751, -0.1520], [3.9601, -1.7870, -1.3425], [2.5506, -1.5735, -1.3642], [6.7762, -1.0804, -3.1052], [7.8255, -1.5955, -0.9192], [6.4112, -2.4427, 0.9405], [3.9587, -2.5559, 0.6412], [2.0646, -1.7876, -0.4079], [1.9922, -2.0414, -2.1654]],
  "lowdin_charge": [1.41, -0.23, -0.22, -0.10, -0.34, -0.56, 0.38, -0.27, -0.35, -0.18, 0.11, 0.08, 0.12, 0.08, 0.08, 0.06, 0.12, 0.06, 0.05, 0.00, 0.01, 0.06, 0.10, 0.10, 0.02, -0.58, 0.03, -0.02, -0.14, -0.16, -0.02, -0.43, -0.50, -0.15, 0.00, -0.08, -0.12, -0.09, -0.05, -0.16, -0.04, -0.09, -0.11, -0.10, -0.04, -0.42, -0.41, -0.16, -0.02, -0.10, -0.12, -0.09, -0.04, -0.16, -0.08, -0.09, -0.13, -0.15, -0.07, 0.08, 0.08, 0.08, 0.09, 0.07, 0.09, 0.15, 0.14, 0.09, 0.10, 0.09, 0.09, 0.12, 0.13, 0.10, 0.10, 0.10, 0.10, 0.11, 0.09, 0.09, 0.09, 0.12, 0.12, 0.10, 0.07, 0.09, 0.11, 0.59, -0.40, -0.12, 0.35, 0.66, -0.63, -0.13, -0.13, -0.13, -0.10, -0.41, -0.49, 0.09, 0.08, 0.10, 0.10, -0.01, 0.03]
}

Entry 3:
{
  "formula": "C5H10O",
  "method": "the ωB97M-V functional and the def2-TZVPD basis",
  "de_lowest_kcal_mol": 25.1,
  "homo_ha": -0.3510,
  "elements": ["C", "C", "C", "O", "C", "C", "H", "H", "H", "H", "H", "H", "H", "H", "H", "H"],
  "xyz": [[-1.4609, 0.5890, -0.3563], [-0.6444, -0.1807, 0.6691], [-0.4053, -1.6482, 0.2853], [0.9276, -1.3561, -0.1575], [0.8940, -0.0895, 0.5277], [1.5608, 1.0290, -0.2458], [-1.4051, 1.6698, -0.1881], [-2.5163, 0.2960, -0.3099], [-1.1011, 0.3835, -1.3710], [-1.0236, -0.0084, 1.6813], [-1.0260, -2.0599, -0.5193], [-0.4121, -2.3484, 1.1329], [1.3745, -0.1971, 1.5134], [2.5088, 0.6684, -0.6578], [1.7809, 1.8717, 0.4170], [0.9488, 1.3930, -1.0765]],
  "lowdin_charge": [-0.08, -0.28, -0.16, -0.09, -0.36, -0.04, 0.08, 0.08, 0.09, 0.13, 0.12, 0.12, 0.14, 0.09, 0.08, 0.07]
}